The following is a quantum chemistry calculation of C24H28AsCrN3O6S as an isolated structure, from the Open Molecules 2025 dataset.

## Properties
* energy relative to the best compared isomer or geometry (same formula, charge and spin): 13.07 kcal/mol
* Kohn-Sham gap (alpha / beta): 8.15 / 8.62 eV
* HOMO energy (alpha / beta): -7.864 / -8.365 eV
* <S²>: 6.012
* net charge: 0
* LUMO (alpha / beta): 0.28 / 0.26 eV
* 2S+1: 5

```
64
Properties=species:S:1:pos:R:3:forces:R:3
Cr -1.792942 -0.110320 -0.275727 -0.1 -1.0 0.3
O -3.272912 5.092580 2.402136 1.2 0.5 1.5
C -2.773468 3.941823 1.851403 -0.1 0.8 1.6
C -2.188548 2.941481 2.597127 0.9 -1.8 -0.3
C -1.841053 1.717202 1.918101 -0.9 2.1 1.0
N -2.115587 1.618818 0.626397 0.1 0.7 0.5
C -2.609575 2.647462 -0.082444 -0.1 -1.4 -0.9
C -2.954872 3.822260 0.508532 -0.2 -0.3 -1.3
C -2.745939 2.235242 -1.578649 0.8 0.0 0.6
O -2.872904 3.064757 -2.445208 -0.5 0.8 -0.2
O -2.538918 0.978054 -1.774776 -0.2 -0.3 0.1
C -1.340934 0.425845 2.563491 -0.1 0.5 1.6
O -1.146847 0.423737 3.792801 -0.1 -0.2 -1.7
O -1.256030 -0.547736 1.737011 0.3 -0.1 -0.1
H -2.802560 5.345185 3.255474 -0.9 -0.8 -1.6
H -2.015207 3.087968 3.660339 0.0 -0.4 -0.2
H -3.403146 4.611741 -0.047029 -0.2 0.4 -0.4
C -4.782094 -3.685859 0.722149 0.2 -0.3 -0.4
C -3.795729 -2.572779 1.101020 0.1 -1.5 0.6
N -3.148094 -2.722168 2.299963 -0.4 0.1 -0.7
O -3.623406 -1.655181 0.306488 0.4 0.3 0.3
H -4.355860 -4.735280 0.684914 -0.3 1.3 0.2
H -5.148090 -3.405969 -0.267990 0.1 -0.3 0.0
H -5.661673 -3.662874 1.360703 0.1 -0.1 0.3
H -3.253296 -3.554968 2.885697 -0.1 0.7 -0.6
H -2.448820 -2.022365 2.531168 0.1 -0.1 0.0
C 2.507981 0.245327 4.127919 0.4 -1.0 -0.3
As 2.791411 -0.356825 2.257174 -0.2 0.0 0.2
C 4.591141 -0.996855 2.581788 1.2 0.2 1.4
C 1.920606 -2.112540 2.257510 0.6 -0.2 1.0
H 3.008000 -0.463026 4.814233 -0.1 0.5 -0.3
H 1.452049 0.201183 4.341039 -0.4 0.4 0.0
H 2.929010 1.245175 4.201906 -0.2 0.0 0.2
H 4.641343 -1.488118 3.579631 -0.2 0.5 -0.4
H 5.277481 -0.116099 2.616175 -0.4 -0.7 -0.1
H 5.014640 -1.765360 1.950056 -0.2 0.1 -0.8
H 2.233745 -2.570087 1.327252 -0.3 -0.2 -0.3
H 0.856586 -1.917619 2.295289 -0.3 -0.3 -0.1
H 2.258313 -2.793136 3.084383 -0.4 0.8 -0.5
N -0.747299 -1.549446 -1.542619 0.0 0.6 -0.2
S -0.367804 -0.630666 -2.844894 0.3 -0.5 -1.0
C 0.337006 0.888796 -2.229720 1.2 -1.0 1.2
C 0.009763 2.055217 -2.856440 -1.2 0.3 -0.2
C 0.458305 3.228307 -2.275793 0.7 1.4 0.1
C 1.391372 3.194483 -1.232093 -0.8 -1.1 -0.7
C 1.798942 1.982818 -0.671038 0.0 0.2 -1.1
C 1.269913 0.820027 -1.161216 -1.8 -0.6 -1.1
C 1.170128 -1.315070 -3.536661 0.7 0.2 0.8
C 1.592044 -0.884750 -4.787110 0.7 -1.2 -0.5
C 2.855689 -1.355254 -5.239611 -1.8 0.5 -0.5
C 3.636958 -2.202690 -4.471248 0.0 0.8 -0.7
C 3.233217 -2.593335 -3.210664 -1.1 0.4 0.9
C 1.990038 -2.121249 -2.729364 -0.2 -0.6 -0.5
H -1.374828 -2.261662 -1.934583 0.1 0.2 0.2
H -0.740141 2.034403 -3.655633 0.4 0.2 0.3
H 0.121195 4.226023 -2.629896 0.2 -1.0 0.1
H 1.808853 4.085895 -0.860452 0.3 1.1 0.4
H 2.630246 1.932538 -0.021837 0.4 0.1 1.1
H 1.404870 -0.178256 -0.774255 0.6 0.1 0.4
H 0.903234 -0.407016 -5.487153 0.3 0.3 0.4
H 3.115504 -1.140494 -6.289670 0.1 0.0 0.7
H 4.540027 -2.470426 -4.980727 0.6 -0.6 0.4
H 3.822229 -3.227426 -2.549695 0.0 0.1 -0.4
H 1.546751 -2.501435 -1.795084 0.5 0.4 -0.3
```
Positions in Å, forces in eV/Å.